# 1
C36H26N4O2S2Tc | the ωB97M-V functional and the def2-TZVPD basis

- molecular weight (g mol⁻¹) = 708.8
- net charge = +2
- E_HOMO (spin up / spin down) (eV) = -12.9 / -12.9
- calculated total energy (Ha) = -2633.5516
- Kohn-Sham gap (spin up / spin down) (eV) = 6.17 / 5.49
- 2S+1 = 4
- lowest unoccupied orbital energy (spin up / spin down) (hartree) = -0.2480 / -0.2737

Each line ends with the Mulliken spin population.
Cartesian coordinates (Å):
Tc 0.87715 0.09524 -0.14753  2.710
O 1.69355 1.83331 0.59746  0.027
C 2.95418 1.96252 0.84842  0.029
C 3.37360 2.79532 1.93408  0.010
C 4.69882 3.18272 2.03754  0.008
C 5.69269 2.56135 1.22134  0.001
C 5.27457 1.68736 0.19346  0.005
C 3.95548 1.38499 -0.02503  0.002
C 3.63221 0.49616 -1.08374  -0.011
N 2.63367 -0.41315 -1.06406  0.040
C 3.09098 -1.79690 -0.65030  -0.012
C 2.95233 -1.89325 0.85417  0.039
N 1.64350 -1.17259 1.25112  -0.073
C 1.02911 -1.65400 2.32586  0.030
C -0.30265 -1.39649 2.67425  0.009
C -1.03962 -2.22854 3.52113  0.003
C -2.42673 -2.09161 3.75142  0.002
C -3.10530 -0.93232 3.26409  0.027
C -2.43815 -0.15412 2.32124  -0.014
C -1.06770 -0.30490 2.08730  0.022
O -0.43039 0.63783 1.38763  0.087
H 2.58421 3.27809 2.59247  0.001
H 5.04305 3.91122 2.76659  0.000
H 6.75105 2.78016 1.33892  0.000
H 6.08998 1.34400 -0.52175  -0.001
H 4.36064 0.51962 -1.83239  0.009
H 4.06506 -2.10422 -1.04236  0.002
H 2.41180 -2.51365 -1.19094  -0.003
H 3.79794 -1.33202 1.33057  0.003
H 3.02446 -2.91753 1.20348  0.000
H 1.55834 -2.44011 2.87389  -0.009
H -0.51170 -3.07881 3.92748  -0.001
H -2.98077 -2.80058 4.38301  0.001
H -4.12483 -0.65400 3.57280  0.000
H -2.87611 0.74238 1.90176  0.002
S -2.88663 5.81919 -2.24807  0.000
C -2.20786 7.38494 -1.97124  -0.001
C -0.95320 7.30961 -1.52754  0.000
C -0.49967 5.94329 -1.25963  -0.001
C -1.50793 5.04085 -1.52497  0.002
C -1.48274 3.56995 -1.43983  0.003
C -0.34234 2.74755 -1.25291  0.038
N -0.38901 1.39472 -1.15176  -0.011
C -1.62890 0.75923 -1.35595  -0.029
C -2.81472 1.49837 -1.59970  -0.012
C -3.97175 0.69720 -2.05230  -0.006
C -3.96408 -0.67999 -2.02717  0.005
C -2.78394 -1.48128 -1.62127  -0.015
C -2.80667 -2.85558 -1.43828  0.045
C -1.51829 -3.41218 -1.07315  -0.006
C -0.45964 -2.57828 -0.69083  0.058
N -0.51011 -1.21484 -0.83927  -0.007
C -1.63663 -0.66527 -1.37205  0.016
C -1.21258 -4.85423 -1.22717  0.003
C -2.07240 -5.94259 -0.95117  -0.006
C -1.32274 -7.10384 -0.64729  0.002
C 0.04251 -6.94368 -0.83492  -0.007
S 0.40570 -5.47899 -1.58686  0.000
C -2.70026 2.90062 -1.58848  0.021
H -2.77857 8.29321 -2.16520  0.000
H -0.30598 8.13089 -1.28280  0.000
H 0.44995 5.61454 -0.80256  0.000
H 0.65704 3.17853 -1.08154  -0.011
H -4.73290 1.25882 -2.56819  0.000
H -4.86176 -1.22250 -2.17730  0.000
H -3.71745 -3.37709 -1.56566  0.000
H 0.41222 -2.89733 -0.18000  -0.027
H -3.16247 -5.82098 -0.79152  0.000
H -1.78220 -8.09337 -0.44895  0.000
H 0.81349 -7.70192 -0.64257  0.000
H -3.65192 3.44890 -1.61528  0.001

---

# 2
C36H26N7O2W | the ωB97M-V functional and the def2-TZVPD basis

- molecular weight (g mol⁻¹) = 772.5
- net charge = +1
- E_HOMO (eV) = -9.8
- calculated total energy (Ha) = -1988.1304
- Kohn-Sham gap (eV) = 6.51
- lowest unoccupied orbital energy (hartree) = -0.1211

Each line ends with the Mulliken charge.
Cartesian coordinates (Å):
W -0.14781 -0.74909 -0.54129  2.991
C -3.26872 1.53914 3.77280  -0.698
C -2.90463 0.20073 3.64638  -0.989
C -1.84550 -0.15396 2.83188  -0.074
C -1.15782 0.83904 2.14447  -0.716
C -1.48742 2.17387 2.28593  -0.008
C -2.56102 2.51986 3.09906  -0.823
N -0.04665 0.43681 1.29733  1.381
C 1.10282 -0.05961 2.06329  0.063
C 1.44162 0.50989 3.27959  -0.049
C 2.48838 -0.03208 4.00820  -1.032
C 3.17376 -1.13943 3.52492  -0.749
C 2.83396 -1.69448 2.30138  -0.266
C 1.80413 -1.14895 1.54634  -0.419
N 1.50651 -1.66816 0.24839  -0.393
N 0.38540 -2.58538 0.33355  -0.906
C 0.35873 -3.28902 -0.90628  0.262
C 0.72450 -4.60218 -1.14374  -1.033
C 0.60391 -5.06322 -2.44328  -0.207
C 0.12573 -4.22665 -3.44994  -1.021
C -0.23924 -2.93566 -3.13217  -0.124
N -0.13385 -2.50016 -1.87188  -0.154
H -4.10088 1.81403 4.40671  0.445
H -3.44699 -0.56395 4.18641  0.491
H -1.53588 -1.18751 2.72622  0.484
H -0.92833 2.93360 1.75344  0.442
H -2.83784 3.55991 3.20465  0.482
H 0.88885 1.35895 3.65893  0.529
H 2.76485 0.40767 4.95654  0.464
H 3.98055 -1.56834 4.10388  0.430
H 3.36841 -2.54706 1.90356  0.462
H 1.10011 -5.21384 -0.33665  0.521
H 0.88527 -6.08009 -2.68385  0.460
H 0.03321 -4.58010 -4.46632  0.448
H -0.63475 -2.23517 -3.85735  0.544
O -1.94430 0.74965 -2.82661  -0.769
C -0.87441 0.65524 -2.22258  0.486
N -0.89834 1.22591 -0.76338  0.388
C -2.31175 1.42026 -0.44702  -0.090
O -2.80410 2.50037 -0.38207  -0.549
C -3.04443 0.13382 -0.19977  1.091
C -4.40619 0.14821 0.01778  -1.139
C -5.03612 -1.05045 0.31414  -0.560
C -4.28227 -2.21026 0.39419  -0.914
C -2.92009 -2.14641 0.16125  -0.202
N -2.31345 -0.99497 -0.13917  0.051
C 0.47769 0.64140 -2.85182  0.302
C 0.90706 1.12619 -4.07172  -0.796
C 2.22314 0.85733 -4.41732  -0.522
C 3.03839 0.11524 -3.56660  -0.939
C 2.52188 -0.36837 -2.37820  -0.312
N 1.25830 -0.09826 -2.05839  0.143
H -4.93893 1.08605 -0.04477  0.564
H -6.10341 -1.07766 0.48757  0.476
H -4.73312 -3.16206 0.63553  0.482
H -2.28264 -3.01811 0.22958  0.487
H 0.23469 1.68553 -4.70562  0.611
H 2.62293 1.22409 -5.35351  0.489
H 4.06360 -0.10018 -3.83116  0.506
H 3.07106 -0.98196 -1.67643  0.483
C 0.26249 1.19603 0.08879  0.449
C 1.27641 2.26388 -0.05016  0.491
C 2.61951 2.05565 0.26910  -0.130
C 3.53480 3.08177 0.10233  -0.989
C 3.12805 4.31269 -0.39699  -0.712
C 1.79897 4.51662 -0.73206  -0.902
C 0.87365 3.49698 -0.55885  -0.372
H 2.95644 1.09483 0.63392  0.403
H 4.57366 2.91591 0.35503  0.487
H 3.84999 5.10770 -0.52740  0.421
H 1.47502 5.47081 -1.12552  0.465
H -0.16754 3.65711 -0.81315  0.378

---

# 3
C36H27BBrF15GeKN4PS | the ωB97M-V functional and the def2-TZVPD basis

- molecular weight (g mol⁻¹) = 1066.1
- net charge = -2
- E_HOMO (eV) = -2.1
- calculated total energy (Ha) = -9120.2705
- Kohn-Sham gap (eV) = 5.81
- lowest unoccupied orbital energy (hartree) = 0.1376

Each line ends with the Mulliken charge.
Cartesian coordinates (Å):
K -0.06822 1.64267 0.65084  0.657
B -3.05967 4.55519 -0.70771  -0.001
N -1.54804 4.77193 -1.13117  0.050
C -1.12596 5.61933 -2.09829  -0.140
C 0.26510 5.69629 -2.11278  -0.888
C 0.65862 4.84146 -1.06326  -0.385
N -0.44084 4.14070 -0.56619  -0.132
N -3.27794 3.96057 0.75278  0.045
C -4.45442 4.20588 1.37611  -0.458
C -4.52051 3.40670 2.53703  -0.710
C -3.33782 2.61236 2.50084  -0.320
N -2.54611 2.95559 1.46740  0.002
H -3.48348 5.75543 -0.65322  -0.132
H -3.63711 4.11801 -1.63305  -0.175
H -1.87619 6.10297 -2.82448  0.296
H 0.91785 6.42535 -2.51243  0.361
H 1.64926 4.59725 -0.71377  0.499
H -5.23443 4.89414 1.04166  0.374
H -5.19734 3.36054 3.40582  0.295
H -3.03853 1.82130 3.15834  0.497
C -6.57370 -4.14120 -1.20641  -1.205
C -6.97412 -2.76763 -0.84471  -0.512
P -5.56843 -1.59497 -1.26457  -0.114
C -4.25962 -1.87104 -0.05594  -0.289
C -4.66388 -2.85425 1.10370  -1.131
C -6.37958 0.01453 -0.83333  -0.596
C -6.68170 0.31034 0.62218  -0.867
H -5.67995 -4.49737 -0.69591  0.267
H -6.44683 -4.29524 -2.24613  0.376
H -7.37695 -4.83460 -0.99088  0.353
H -7.17196 -2.64771 0.22969  0.289
H -7.80823 -2.41538 -1.46354  0.395
H -3.79457 -0.93196 0.22260  0.395
H -3.39722 -2.36788 -0.68774  0.267
H -5.68420 -2.65550 1.50391  0.379
H -3.90436 -2.76027 1.92312  0.141
H -4.57841 -3.83539 0.65377  0.325
H -7.28578 0.07833 -1.42939  0.475
H -5.74811 0.82441 -1.33693  0.350
H -7.73098 0.29458 0.82567  0.281
H -6.31221 1.25438 0.92223  0.197
H -6.17931 -0.40581 1.33362  0.205
F 5.56078 -1.19706 2.26172  -0.325
C 5.05889 -2.03523 1.28763  0.973
C 4.17189 -1.54483 0.38131  -0.392
C 3.70912 -2.47409 -0.54269  0.296
F 2.84490 -2.02025 -1.45904  -0.466
C 4.12421 -3.79435 -0.61081  0.061
F 3.66880 -4.60032 -1.61103  -0.380
C 4.97792 -4.27413 0.36108  0.711
F 5.50196 -5.53007 0.43549  -0.326
C 5.46315 -3.37489 1.30970  -0.031
F 6.36596 -3.81959 2.23029  -0.339
Ge 3.72386 0.38164 0.12389  0.132
S -0.91380 -1.37018 1.99295  -0.500
C 4.88980 1.43663 1.42164  -0.545
C 4.33135 1.73088 2.61796  0.719
F 3.04601 1.38106 2.89529  -0.230
C 4.89850 2.56240 3.59123  -0.143
F 4.21487 2.67857 4.74569  -0.282
C 6.01842 3.27391 3.22686  0.576
F 6.33360 4.36534 4.01125  -0.315
C 6.62348 3.05166 2.00143  -0.098
F 7.50832 4.04108 1.58372  -0.297
C 6.07863 2.14509 1.13173  0.412
F 6.60572 2.08206 -0.11669  -0.198
C 4.55904 0.66807 -1.70873  0.121
C 3.90192 1.30998 -2.75475  0.133
F 2.62633 1.74719 -2.53817  -0.215
C 4.52143 1.68251 -3.99499  -0.009
F 3.79746 2.42333 -4.90759  -0.306
C 5.85427 1.24883 -4.25436  0.188
F 6.46001 1.42607 -5.48069  -0.302
C 6.39003 0.32553 -3.32377  0.182
F 7.51942 -0.35677 -3.54865  -0.306
C 5.82617 0.18073 -2.05326  0.539
F 6.53430 -0.50260 -1.16815  -0.329
Br 0.93069 -6.79184 -0.75774  -0.218
C 0.39936 -5.20444 -0.02368  0.072
C -0.37155 -5.19262 1.18596  -0.443
C -0.72756 -3.99712 1.80254  -0.507
C -0.36115 -2.77177 1.24424  0.221
C 0.39656 -2.79683 0.06230  -0.781
C 0.70503 -3.95826 -0.62352  -0.353
H -0.68715 -6.13280 1.68608  0.272
H -1.33604 -3.96586 2.70590  0.332
H 0.61388 -1.84240 -0.36872  0.485
H 1.19700 -3.97829 -1.61035  0.497